DFT (the ωB97M-V functional and the def2-TZVPD basis) results for a 2-piece molecular cluster, C4H11NO overall in a non-equilibrium geometry.

The lowest unoccupied orbital energy comes out at 0.8 eV. The energy above the lowest of the compared OMol25 structures with the same formula, charge and spin is 335.1 kJ/mol. The molecular weight is 89.14 g mol⁻¹. The total charge is 0. The calculation puts the electronic energy at -288.889400 Ha. The calculation puts the HOMO-LUMO gap at 8.2 eV. As for the SMILES: C=CNCC.O.

```
17
C4H11NO (the ωB97M-V functional and the def2-TZVPD basis)
C 0.590 2.502 -0.831
C 0.638 1.696 0.350
N -0.182 0.605 0.554
C -0.121 -0.062 1.885
C -0.822 -1.414 1.925
H 1.451 2.898 -1.268
H -0.316 2.735 -1.450
H 1.393 1.868 1.060
H -1.194 0.552 0.175
H -0.814 0.572 2.475
H 0.908 -0.156 2.239
H -1.575 -1.298 2.836
H 0.096 -2.002 2.012
H -1.162 -1.928 1.023
O 0.007 -2.366 -4.431
H 0.281 -1.432 -4.449
H 0.823 -2.767 -4.105
```

DFT (the ωB97M-V functional and the def2-TZVPD basis) results for a 2-piece molecular cluster, C4H11NO overall in a non-equilibrium geometry.

The lowest unoccupied orbital energy comes out at 0.9 eV. The energy above the lowest of the compared OMol25 structures with the same formula, charge and spin is 132.1 kJ/mol. The molecular weight is 89.14 g mol⁻¹. The total charge is 0. The calculation puts the electronic energy at -288.966712 Ha. The calculation puts the HOMO-LUMO gap at 10.1 eV. As for the SMILES: CC=O.CCN.

```
17
C4H11NO (the ωB97M-V functional and the def2-TZVPD basis)
C -2.565 -0.149 0.615
C -2.153 0.443 -0.705
O -2.276 -0.110 -1.768
H -2.268 -1.188 0.667
H -2.141 0.432 1.430
H -3.647 -0.086 0.703
H -1.761 1.458 -0.697
C 1.769 -1.184 -0.087
C 1.113 0.193 -0.154
N 1.990 1.289 0.258
H 2.562 -1.167 -0.837
H 1.080 -1.925 -0.510
H 2.131 -1.418 0.909
H 0.198 0.298 0.427
H 0.854 0.433 -1.140
H 2.788 1.504 -0.317
H 2.325 1.175 1.206
```

DFT (the ωB97M-V functional and the def2-TZVPD basis) results for one molecule with the formula C4H11NO in a non-equilibrium geometry.

The lowest unoccupied orbital energy comes out at 0.9 eV. The energy above the lowest of the compared OMol25 structures with the same formula, charge and spin is 141.5 kJ/mol. The molecular weight is 89.14 g mol⁻¹. The total charge is 0. The calculation puts the electronic energy at -288.963126 Ha. The calculation puts the HOMO-LUMO gap at 9.8 eV. As for the SMILES: CC[C@H](O)CN.

```
17
C4H11NO (the ωB97M-V functional and the def2-TZVPD basis)
C -0.728 -1.592 0.641
C -0.067 -0.967 -0.605
C -0.362 0.589 -0.664
O 0.514 1.161 -1.626
C 0.012 1.279 0.610
N 1.362 1.096 0.963
H -0.291 -1.362 1.648
H -0.671 -2.632 0.433
H -1.754 -1.197 0.769
H -0.553 -1.257 -1.558
H 0.993 -1.158 -0.740
H -1.409 0.621 -1.013
H 0.342 0.845 -2.497
H -0.177 2.360 0.530
H -0.668 0.974 1.398
H 1.548 0.315 1.678
H 1.908 0.923 0.032
```